{"formula": "C2H12NO3", "method": "wB97M-V/def2-TZVPD", "e_homo_ev": -15.1, "charge": 1, "relative_energy_kj_mol": 274.8, "e_lumo_ev": -4.58, "multiplicity": 1, "energy_ev": -9892.5962, "elements": ["C", "C", "N", "H", "H", "H", "H", "H", "H", "H", "H", "O", "H", "H", "O", "H", "H", "O"], "coordinates": [[1.003, -0.143, 0.893], [-1.136, 0.254, -0.463], [-0.230, -0.555, 0.133], [1.552, 0.425, 0.214], [0.686, 0.315, 1.909], [1.497, -1.123, 1.126], [-0.754, 1.300, -0.772], [-2.145, -0.181, -0.949], [-0.203, -1.485, -0.175], [-2.283, -2.933, 1.467], [-0.983, -3.414, 0.814], [-1.687, -2.729, 0.700], [1.665, 3.282, 1.624], [2.563, 2.310, 2.010], [1.766, 2.385, 1.547], [0.189, -0.013, -3.441], [-0.207, 1.495, -3.365], [0.024, 0.749, -2.744]], "lowdin_charge": [-0.014, 0.158, -0.032, 0.058, 0.132, 0.111, 0.129, 0.168, 0.091, 0.084, 0.073, -0.084, 0.010, 0.034, 0.000, 0.126, 0.083, -0.127]}